[1]
The following is a quantum chemistry calculation of a molecular structure, C53H59F3Ge2N10O2PbSbTe, from the OMol25 dataset.

Last column: Löwdin charge in e.
Element x y z (Å)
Pb1 -0.69067 0.09607 0.72756  1.15
C1 -6.52726 -0.96157 0.84227  -0.18
C2 -5.19352 -0.24078 0.63620  -0.36
Ge1 -4.00111 -1.35071 -0.46191  0.85
C3 -4.21190 -0.64078 -2.29884  -0.38
C4 -5.67557 -0.62430 -2.74557  -0.18
C5 -4.50896 -3.23674 -0.66696  -0.23
C6 -3.40455 -3.94862 -0.93966  -0.35
Ge2 -1.88654 -2.73739 -0.50061  0.82
C7 -0.85523 -3.28765 1.11648  -0.38
C8 -0.00404 -4.55645 1.04667  -0.16
C9 -0.61150 -2.45878 -1.99646  -0.37
C10 -0.13098 -3.72859 -2.70259  -0.16
C11 -3.40862 -5.33603 -1.46195  -0.23
C12 -4.51212 -5.82901 -2.16441  -0.04
C13 -4.53732 -7.13170 -2.63589  -0.09
C14 -3.45202 -7.97301 -2.42851  -0.10
C15 -2.33491 -7.48872 -1.76400  -0.08
C16 -2.31442 -6.18275 -1.29775  -0.05
H1 -7.22561 -0.32451 1.39015  0.07
H2 -6.38839 -1.87581 1.42181  0.07
H3 -7.00018 -1.23531 -0.10340  0.05
H4 -4.73652 -0.01949 1.59530  0.02
H5 -5.31152 0.70499 0.10387  0.05
H6 -3.60648 -1.24038 -2.98351  0.05
H7 -3.80552 0.37231 -2.31316  0.00
H8 -6.12387 -1.62059 -2.70582  0.06
H9 -5.77106 -0.26101 -3.77221  0.06
H10 -6.27374 0.03314 -2.11219  0.06
H11 -5.51087 -3.66582 -0.70937  0.06
H12 -1.57332 -3.34576 1.93474  0.05
H13 -0.18006 -2.46185 1.36260  -0.01
H14 -0.61780 -5.45512 1.00897  0.05
H15 0.61929 -4.63073 1.94080  0.07
H16 0.66997 -4.55883 0.18909  0.04
H17 0.24588 -1.89945 -1.60313  0.01
H18 -1.10952 -1.79764 -2.71204  0.04
H19 0.38671 -4.40356 -2.01994  0.05
H20 0.56371 -3.48378 -3.51075  0.06
H21 -0.96618 -4.28297 -3.13313  0.06
H22 -5.35286 -5.17269 -2.35078  0.10
H23 -5.40399 -7.48966 -3.17794  0.10
H24 -3.47384 -8.99310 -2.79023  0.09
H25 -1.47343 -8.12748 -1.61324  0.10
H26 -1.43262 -5.80342 -0.80307  0.07
N1 -0.60827 0.35906 4.54245  0.16
C17 0.54140 0.70987 3.89112  -0.48
N2 1.63972 1.09572 4.52543  0.05
N3 2.53436 1.29794 3.54602  -0.07
N4 2.01518 1.05188 2.39669  -0.13
N5 0.72294 0.67011 2.57228  -0.10
C18 -1.66632 -0.31992 3.98686  -0.48
N6 -2.61844 -0.85417 4.72750  0.04
N7 -3.42964 -1.46206 3.83773  -0.06
N8 -2.99558 -1.30090 2.64356  -0.09
N9 -1.85924 -0.55450 2.68505  -0.09
H27 -0.60264 0.43402 5.54522  0.14
C19 3.43440 6.40925 -0.51423  -0.05
C20 2.25228 6.33335 0.41630  -0.24
C21 1.85536 7.46022 1.12411  -0.07
C22 0.77693 7.39550 1.99547  -0.09
C23 0.07821 6.21448 2.14714  -0.03
C24 0.46511 5.07247 1.44324  -0.19
N10 -0.27994 3.88481 1.54695  0.11
C25 -1.01109 3.50530 2.67282  -0.21
C26 -0.53368 3.74751 3.96310  -0.04
C27 -1.27512 3.37498 5.07033  -0.09
C28 -2.51217 2.75666 4.92027  -0.10
C29 -2.98399 2.50621 3.64373  -0.04
C30 -2.24017 2.85937 2.52303  -0.10
C31 -2.80577 2.57264 1.16398  -0.60
O1 -3.93738 2.91485 0.87548  0.07
O2 -2.02414 1.90321 0.35216  -0.39
C32 1.56651 5.12350 0.58324  -0.16
C33 2.01304 3.89467 -0.15725  -0.03
H28 3.79151 7.43523 -0.59763  0.07
H29 3.18156 6.05255 -1.51499  0.08
H30 4.26096 5.79176 -0.15425  0.08
H31 2.39227 8.39188 0.99002  0.10
H32 0.46788 8.27615 2.54482  0.10
H33 -0.78379 6.16919 2.79927  0.11
H34 -0.51674 3.41200 0.68811  0.10
H35 0.43420 4.21624 4.08497  0.12
H36 -0.87115 3.55482 6.05883  0.10
H37 -3.09063 2.45920 5.78465  0.10
H38 -3.94467 2.03004 3.49181  0.12
H39 1.64750 2.98987 0.32836  0.04
H40 3.09965 3.83721 -0.18913  0.07
H41 1.65418 3.88931 -1.19288  0.08
C34 -0.14432 2.13501 -4.46100  -0.46
Te1 -1.03101 1.78098 -2.54470  1.16
C35 -1.84096 3.74168 -2.41295  -0.42
H42 -0.90300 2.52827 -5.13422  -0.01
H43 0.22385 1.19004 -4.85711  -0.03
H44 0.68308 2.83647 -4.38114  0.00
H45 -1.04982 4.47217 -2.25902  0.00
H46 -2.52879 3.74707 -1.56951  -0.01
H47 -2.37980 3.95483 -3.33305  0.00
F1 7.75482 3.68731 0.20837  0.04
C36 6.68223 2.86745 0.11164  -0.29
C37 6.07909 2.41933 1.26774  -0.01
C38 4.98057 1.57645 1.16139  -0.12
C39 4.50517 1.17445 -0.08695  -0.37
C40 5.13305 1.66409 -1.23091  -0.13
C41 6.22531 2.51790 -1.14174  -0.02
Sb1 2.75815 -0.06361 -0.26137  1.46
C42 3.45929 -1.80949 0.77648  -0.36
C43 3.39123 -3.05762 0.15808  -0.14
C44 3.76473 -4.21439 0.83017  -0.02
C45 4.19568 -4.10355 2.13526  -0.29
F2 4.56792 -5.22405 2.79558  0.05
C46 4.25405 -2.89249 2.79274  0.00
C47 3.87711 -1.74594 2.10630  -0.11
C48 3.31104 -0.79988 -2.22299  -0.40
C49 4.53888 -1.40638 -2.49571  -0.13
C50 4.86067 -1.83845 -3.77370  -0.01
C51 3.93332 -1.65330 -4.78249  -0.28
F3 4.24091 -2.07170 -6.03110  0.05
C52 2.71075 -1.05824 -4.56299  -0.01
C53 2.41122 -0.63423 -3.27167  -0.14
H48 6.45622 2.73732 2.23045  0.12
H49 4.47886 1.26891 2.06969  0.05
H50 4.77128 1.38778 -2.21366  0.09
H51 6.71629 2.90675 -2.02388  0.11
H52 3.04599 -3.14103 -0.86627  0.09
H53 3.72141 -5.18644 0.35696  0.12
H54 4.58018 -2.85321 3.82332  0.12
H55 3.90409 -0.79791 2.62816  0.07
H56 5.26178 -1.54230 -1.69894  0.11
H57 5.80916 -2.30954 -3.99500  0.12
H58 2.01684 -0.93442 -5.38401  0.12
H59 1.45195 -0.16148 -3.08550  0.05

Atoms 1-3, force components in eV/Å:
Pb -0.2085 0.1705 0.3734
C 0.0456 0.0542 0.0410
C 0.1861 -0.0190 0.0881

Gap between HOMO and LUMO (eV): 7.243
Energy relative to the best compared isomer or geometry (same formula, charge and spin) (eV): 0.3864
Charge: -1

[2]
The following is a quantum chemistry calculation of a molecular structure, C53H59Ge2N4O2S4Ti, from the OMol25 dataset.

Last column: Löwdin charge in e.
Element x y z (Å)
Ti1 0.23345 -1.39856 -2.06855  0.16
C1 -2.11531 0.64571 5.74555  -0.04
C2 -2.11329 1.41915 4.45454  -0.27
C3 -1.24011 2.48146 4.25189  -0.02
C4 -1.21121 3.18590 3.05804  -0.24
C5 -0.18593 4.26826 2.84944  -0.03
C6 -2.11163 2.84079 2.04206  -0.19
C7 -3.00998 1.78713 2.22911  -0.22
C8 -4.01693 1.37624 1.18233  -0.04
C9 -2.98240 1.08241 3.42904  -0.02
C10 -2.14194 3.65495 0.78865  -0.23
C11 -2.78319 4.88868 0.86721  -0.03
C12 -2.90791 5.69565 -0.24856  -0.05
C13 -2.41345 5.24895 -1.46190  -0.03
C14 -1.78370 4.01166 -1.57342  -0.21
C15 -1.59734 3.21470 -0.42765  -0.22
Ge1 -0.92289 1.32872 -0.46951  0.47
S1 0.35488 0.85137 -2.28735  0.31
S2 0.59528 1.07552 1.21785  0.34
Ge2 0.92620 -1.09023 0.87457  0.09
S3 2.26807 -1.66346 -0.79276  0.28
S4 -1.02265 -1.64703 -0.13791  0.31
C16 1.52061 -2.08694 2.47035  -0.19
C17 0.95473 -3.31251 2.85683  -0.21
C18 1.52623 -4.04291 3.89578  -0.03
C19 2.66595 -3.59544 4.53970  -0.05
C20 3.22559 -2.38777 4.16380  -0.03
C21 2.65724 -1.62039 3.15130  -0.21
C22 3.23829 -0.27138 2.88297  -0.18
C23 2.75395 0.81282 3.61823  -0.25
C24 1.72096 0.61812 4.69500  -0.03
C25 3.23237 2.08703 3.33139  -0.03
C26 4.17532 2.30097 2.33833  -0.26
C27 4.64030 3.68965 1.99292  -0.05
C28 4.70063 1.19565 1.67609  0.00
C29 4.26823 -0.09371 1.95184  -0.21
C30 4.93552 -1.27738 1.30428  -0.05
C31 -0.24241 -3.90616 2.19492  -0.17
C32 -1.51983 -3.41708 2.45576  -0.25
C33 -1.75253 -2.22734 3.34906  -0.04
C34 -2.60868 -3.99899 1.80740  -0.03
C35 -2.45397 -5.03516 0.90375  -0.27
C36 -3.63403 -5.62333 0.17926  -0.05
C37 -1.16638 -5.51857 0.66866  -0.03
C38 -0.06189 -4.98047 1.31236  -0.22
C39 1.31439 -5.54540 1.06592  -0.03
C40 -1.38184 3.59637 -2.94927  -0.18
C41 -0.06755 3.74980 -3.38533  -0.27
C42 0.99277 4.30591 -2.47370  -0.04
C43 0.26768 3.33007 -4.67024  -0.03
C44 -0.66496 2.75819 -5.52121  -0.26
C45 -0.28008 2.26827 -6.89009  -0.04
C46 -1.98310 2.65807 -5.07982  -0.01
C47 -2.35961 3.09434 -3.81732  -0.22
C48 -3.81154 3.06351 -3.40506  -0.03
H1 -1.33123 0.99463 6.41712  0.08
H2 -1.95529 -0.41970 5.56563  0.06
H3 -3.07113 0.75039 6.26251  0.08
H4 -0.54302 2.75209 5.03800  0.11
H5 0.38916 4.43142 3.76088  0.08
H6 -0.64346 5.21384 2.55645  0.08
H7 0.51121 3.98814 2.05449  0.07
H8 -3.91359 1.94042 0.25747  0.06
H9 -5.03579 1.52459 1.54761  0.09
H10 -3.90485 0.31536 0.94425  0.08
H11 -3.67299 0.25505 3.56682  0.12
H12 -3.18960 5.20203 1.82196  0.13
H13 -3.40856 6.65298 -0.17948  0.11
H14 -2.52619 5.85392 -2.35437  0.13
H15 1.06596 -4.97999 4.18698  0.12
H16 3.10772 -4.17915 5.33729  0.11
H17 4.10184 -2.00536 4.67431  0.13
H18 1.92163 -0.27384 5.28947  0.08
H19 0.72258 0.51342 4.26228  0.06
H20 1.70402 1.47895 5.36305  0.08
H21 2.83837 2.93340 3.88515  0.11
H22 4.12027 4.43901 2.58912  0.07
H23 4.45623 3.90972 0.93984  0.08
H24 5.71194 3.80186 2.16833  0.08
H25 5.47686 1.34081 0.93161  0.12
H26 5.70854 -0.94878 0.61040  0.08
H27 4.22675 -1.89664 0.75546  0.00
H28 5.40291 -1.91519 2.05794  0.08
H29 -0.91357 -2.03740 4.01708  0.08
H30 -2.65030 -2.36959 3.95303  0.09
H31 -1.89960 -1.32420 2.74688  0.06
H32 -3.60295 -3.61039 2.00445  0.12
H33 -4.57320 -5.26726 0.60094  0.07
H34 -3.62841 -6.71289 0.23211  0.08
H35 -3.61629 -5.34802 -0.87756  0.08
H36 -1.02647 -6.35139 -0.01527  0.12
H37 1.29871 -6.25990 0.24281  0.08
H38 1.69538 -6.05785 1.95124  0.08
H39 2.03540 -4.75598 0.83594  0.08
H40 0.63295 5.17487 -1.92156  0.08
H41 1.87554 4.59555 -3.04297  0.08
H42 1.30111 3.55879 -1.73616  0.06
H43 1.29510 3.43395 -5.00356  0.12
H44 0.75993 2.50457 -7.11366  0.07
H45 -0.90566 2.72049 -7.66116  0.08
H46 -0.40897 1.18768 -6.97341  0.07
H47 -2.73776 2.25679 -5.75047  0.12
H48 -4.40884 2.51806 -4.13734  0.08
H49 -4.21801 4.07430 -3.33168  0.08
H50 -3.94501 2.59965 -2.42686  0.07
O1 0.52963 -3.87537 -1.92841  -0.15
H51 -0.20454 -4.13275 -1.34888  0.02
H52 1.28640 -3.79596 -1.32504  -0.03
O2 -2.73534 -0.16656 -2.45608  -0.14
H53 -2.73271 0.32630 -3.28507  0.03
H54 -3.58451 -0.61715 -2.40477  0.06
N1 -0.87372 -2.18405 -3.49789  0.01
C49 -0.98192 -2.38877 -4.65453  -0.30
N2 -1.06502 -2.72443 -5.85404  0.10
C50 -1.56476 -2.05649 -6.87533  -0.38
N3 -1.97193 -1.53306 -7.82148  0.11
C51 3.73151 -2.86809 -6.36352  -0.08
C52 3.03640 -3.49205 -5.15102  -0.19
C53 2.33283 -2.48704 -4.36012  -0.14
N4 1.79021 -1.66918 -3.76905  0.11
H55 4.25014 -3.64650 -6.91963  0.08
H56 4.45852 -2.11943 -6.05395  0.08
H57 3.00597 -2.39593 -7.02347  0.08
H58 3.74752 -3.99013 -4.49065  0.12
H59 2.29557 -4.23235 -5.45701  0.13

Atoms 1-3, force components in eV/Å:
Ti 0.6339 -0.0132 0.5318
C 0.0070 0.0048 0.0123
C 0.0324 -0.0104 0.0056

Spin multiplicity: 2
Gap between HOMO and LUMO (spin up / spin down) (eV): 6.049 / 7.333
Energy relative to the best compared isomer or geometry (same formula, charge and spin) (eV): 1.5755
⟨S²⟩: 0.7569

[3]
The following is a quantum chemistry calculation of 10 unconnected molecules or ions with the total composition C53H61BrN10O4P, from the OMol25 dataset.

Last column: Löwdin charge in e.
Element x y z (Å)
C1 6.46078 0.24178 2.85328  -0.13
O1 6.16854 1.57994 2.51244  -0.20
C2 5.37586 1.72759 1.33280  -0.23
C3 4.70144 3.08000 1.36441  -0.17
C4 3.36861 3.17201 2.14515  -0.18
C5 2.88590 1.92266 2.86817  -0.19
C6 2.13604 0.96120 1.93775  -0.74
Br1 2.78200 -0.95585 2.53181  0.64
O2 2.36881 1.15978 0.65049  -0.31
P1 1.08961 0.50888 -0.41949  0.48
O3 -0.05847 0.79161 0.94616  -0.29
C7 0.59222 0.88648 2.14448  -0.43
N1 0.09898 2.09665 2.92528  0.16
C8 -1.09234 2.29909 2.81668  -0.36
O4 -2.22536 2.50829 2.70268  0.17
H1 6.28648 -0.44231 2.02132  0.08
H2 5.84432 -0.07847 3.69425  0.07
H3 7.51610 0.16194 3.12037  0.08
H4 4.68410 0.89543 1.22676  0.08
H5 6.04386 1.69104 0.46267  0.12
H6 5.41431 3.77114 1.80692  0.09
H7 4.51239 3.37592 0.33361  0.10
H8 2.58022 3.55676 1.50030  0.10
H9 3.50705 3.93781 2.91146  0.10
H10 3.68842 1.42304 3.39805  0.08
H11 2.17029 2.23891 3.62302  0.09
H12 0.01934 0.03100 -1.22506  -0.06
H13 0.90268 1.83778 -0.96526  -0.02
H14 2.05577 0.09367 -1.40766  -0.05
H15 1.20695 -0.82530 0.13310  -0.03
H16 0.32464 0.01768 2.74314  0.09
N2 1.05089 -5.22383 3.47898  0.05
C9 0.19290 -5.98877 4.15192  -0.17
C10 -0.94783 -5.51156 4.77949  -0.08
C11 -1.20981 -4.15147 4.70270  -0.09
C12 -0.32923 -3.33920 4.00918  -0.06
C13 0.78343 -3.91943 3.41479  -0.16
H17 0.43761 -7.04662 4.18757  0.09
H18 -1.60691 -6.18686 5.31293  0.06
H19 -2.08838 -3.73273 5.17826  0.10
H20 -0.49278 -2.27347 3.92285  0.10
H21 1.48117 -3.29921 2.86305  0.02
N3 0.24059 -0.17953 -3.77834  0.07
C14 -0.14875 -1.06937 -4.68373  -0.17
C15 0.43700 -1.20984 -5.93424  -0.08
C16 1.48360 -0.36522 -6.26039  -0.09
C17 1.90375 0.56788 -5.32348  -0.07
C18 1.25508 0.61897 -4.09520  -0.16
H22 -0.97980 -1.69670 -4.38339  0.07
H23 0.07534 -1.95664 -6.62808  0.10
H24 1.96910 -0.43474 -7.22686  0.09
H25 2.72414 1.24102 -5.53539  0.08
H26 1.56520 1.32234 -3.33157  0.08
N4 4.69006 6.31150 1.41459  0.08
C19 5.18135 7.50437 1.73643  -0.15
C20 4.83393 8.68188 1.09054  -0.08
C21 3.92447 8.61485 0.04814  -0.09
C22 3.40407 7.37981 -0.30080  -0.07
C23 3.81692 6.26278 0.41131  -0.13
H27 5.89128 7.51401 2.55698  0.10
H28 5.26572 9.62424 1.39941  0.10
H29 3.62570 9.51004 -0.48261  0.10
H30 2.69090 7.27867 -1.10719  0.10
H31 3.42841 5.28121 0.16797  0.09
N5 -2.81539 0.01484 -6.63705  0.06
C24 -2.87447 1.15664 -5.95756  -0.16
C25 -3.94915 1.51883 -5.15841  -0.07
C26 -5.01678 0.64238 -5.05552  -0.09
C27 -4.96932 -0.54970 -5.75903  -0.08
C28 -3.84944 -0.81443 -6.53126  -0.16
H32 -2.00920 1.80439 -6.05005  0.10
H33 -3.93767 2.45485 -4.61755  0.10
H34 -5.86909 0.87490 -4.43017  0.08
H35 -5.77822 -1.26601 -5.70051  0.08
H36 -3.76540 -1.74510 -7.08288  0.10
N6 -7.47744 -0.78605 -3.11789  0.06
C29 -7.31338 -1.46043 -1.98313  -0.14
C30 -7.99482 -2.63112 -1.68291  -0.08
C31 -8.89690 -3.12503 -2.61049  -0.08
C32 -9.07859 -2.43268 -3.79696  -0.08
C33 -8.34468 -1.27394 -4.00085  -0.16
H37 -6.59780 -1.04094 -1.28483  0.11
H38 -7.81894 -3.13968 -0.74510  0.10
H39 -9.44821 -4.03548 -2.41332  0.10
H40 -9.77094 -2.78227 -4.55045  0.10
H41 -8.45209 -0.70587 -4.91948  0.10
N7 -2.60204 -3.57396 -3.61297  0.05
C34 -1.51673 -3.82313 -2.88408  -0.15
C35 -1.55488 -4.27481 -1.57312  -0.05
C36 -2.79165 -4.47676 -0.98594  -0.08
C37 -3.93296 -4.22055 -1.73101  -0.08
C38 -3.78340 -3.77347 -3.03460  -0.16
H42 -0.56720 -3.64207 -3.37402  0.10
H43 -0.63829 -4.45110 -1.02794  0.11
H44 -2.86481 -4.82131 0.03770  0.10
H45 -4.92028 -4.35939 -1.31066  0.09
H46 -4.65226 -3.55859 -3.64918  0.09
N8 0.39880 5.80442 7.86882  0.04
C39 0.79958 4.53549 7.90387  -0.17
C40 0.50016 3.60505 6.92014  -0.07
C41 -0.26143 4.01180 5.83720  -0.06
C42 -0.68582 5.32948 5.78453  -0.07
C43 -0.32928 6.18021 6.81981  -0.17
H47 1.39267 4.25391 8.76759  0.10
H48 0.85714 2.58738 6.99962  0.10
H49 -0.50983 3.31763 5.04985  0.07
H50 -1.28038 5.69114 4.95679  0.10
H51 -0.64070 7.21960 6.81237  0.10
N9 5.03072 2.04461 -6.93362  0.06
C44 5.65851 3.09584 -6.41464  -0.15
C45 5.52280 4.38767 -6.90185  -0.08
C46 4.69119 4.59707 -7.98959  -0.09
C47 4.03063 3.51171 -8.54128  -0.07
C48 4.23402 2.26186 -7.97589  -0.16
H52 6.29863 2.88934 -5.56412  0.11
H53 6.05473 5.20602 -6.43663  0.10
H54 4.55739 5.59034 -8.39864  0.10
H55 3.36897 3.62832 -9.38846  0.10
H56 3.73104 1.38635 -8.37230  0.10
N10 -2.49968 -7.70295 6.89894  0.05
C49 -3.80634 -7.94518 6.96037  -0.15
C50 -4.34579 -9.21555 7.09509  -0.08
C51 -3.47914 -10.29390 7.16676  -0.08
C52 -2.11588 -10.05771 7.10278  -0.07
C53 -1.67992 -8.74782 6.97059  -0.15
H57 -4.45023 -7.07467 6.89669  0.11
H58 -5.41728 -9.35299 7.14085  0.10
H59 -3.86004 -11.30178 7.27003  0.10
H60 -1.40289 -10.86885 7.15338  0.10
H61 -0.62079 -8.51845 6.91830  0.11

Atoms 1-3, force components in eV/Å:
C 0.0777 0.0285 -0.1144
O -0.0856 -0.0024 0.0900
C 0.3979 -0.0223 -0.1146

Gap between HOMO and LUMO (eV): 6.546
Charge: -1

Values for total energy, eV, ordered as above
-215178.7715; -245470.2059; -158370.5889